Record 1
C29H38AlF4N10P as an isolated structure. Source: the OMol25 dataset; level of theory: wB97M-V/def2-TZVPD.

Last column: Löwdin charge in e.
Atoms and positions in Å:
Al  0.725  0.284  -0.532  0.282
C  2.242  -1.338  2.421  -0.048
C  2.872  -1.058  1.071  -0.201
N  2.430  0.225  0.443  -0.201
C  2.448  1.384  1.410  -0.192
C  3.812  1.722  1.982  -0.036
C  3.316  0.503  -0.741  -0.132
C  2.791  1.689  -1.535  -0.145
N  1.323  1.598  -1.597  -0.048
C  0.729  2.678  -2.283  -0.159
C  0.426  3.872  -1.640  -0.165
F  0.679  3.976  -0.321  0.095
C  -0.117  4.943  -2.328  -0.200
F  -0.403  6.055  -1.660  0.131
C  -0.351  4.863  -3.686  0.114
C  -0.027  3.695  -4.346  -0.200
F  -0.220  3.587  -5.655  0.132
C  0.510  2.622  -3.656  -0.139
F  0.847  1.506  -4.330  0.085
H  2.432  -2.375  2.693  0.101
H  1.161  -1.186  2.411  0.054
H  2.662  -0.712  3.207  0.088
H  2.629  -1.852  0.358  0.111
H  3.960  -1.041  1.158  0.135
H  1.750  1.131  2.208  0.119
H  2.032  2.246  0.883  0.108
H  4.280  0.874  2.481  0.084
H  3.685  2.508  2.725  0.102
H  4.498  2.106  1.227  0.086
H  3.310  -0.401  -1.355  0.111
H  4.341  0.660  -0.406  0.139
H  3.232  1.657  -2.535  0.141
H  3.107  2.632  -1.077  0.134
H  -0.767  5.704  -4.225  0.155
C  -1.312  -1.681  1.535  0.020
C  -1.679  -0.305  1.105  -0.276
N  -0.933  0.519  0.351  0.058
C  -1.664  1.698  0.186  -0.027
C  -2.825  1.575  0.856  0.014
N  -2.820  0.312  1.418  0.034
C  -3.894  -0.167  2.318  -0.038
N  -3.855  0.515  3.560  -0.065
N  -4.310  1.810  3.600  0.064
N  -3.978  2.334  4.703  0.101
C  -3.270  1.407  5.449  -0.213
C  -2.715  1.508  6.726  0.012
C  -2.057  0.401  7.210  -0.061
C  -1.960  -0.785  6.456  -0.065
C  -2.510  -0.901  5.197  -0.026
C  -3.164  0.230  4.709  -0.172
H  -0.454  -2.041  0.968  0.055
H  -2.134  -2.377  1.371  0.104
H  -1.056  -1.703  2.596  0.088
H  -1.290  2.528  -0.384  0.109
H  -3.643  2.258  1.010  0.139
H  -3.779  -1.236  2.472  0.138
H  -4.844  0.031  1.826  0.153
H  -2.812  2.419  7.301  0.126
H  -1.616  0.427  8.197  0.114
H  -1.453  -1.636  6.892  0.112
H  -2.467  -1.836  4.651  0.102
C  -1.378  -3.448  -3.699  -0.159
N  -0.328  -4.058  -2.880  -0.139
C  0.898  -4.164  -3.677  -0.157
N  1.335  -2.880  -4.226  -0.135
C  0.245  -2.295  -5.014  -0.147
N  -0.994  -2.148  -4.245  -0.134
C  -0.876  -1.130  -3.219  -0.271
P  0.449  -1.610  -2.001  1.049
C  -0.115  -3.344  -1.635  -0.288
C  1.820  -1.979  -3.200  -0.279
H  -2.287  -3.340  -3.104  0.135
H  -1.590  -4.119  -4.530  0.141
H  0.702  -4.840  -4.508  0.141
H  1.694  -4.592  -3.066  0.136
H  0.046  -2.954  -5.858  0.142
H  0.553  -1.322  -5.399  0.136
H  -1.828  -1.010  -2.696  0.105
H  -0.604  -0.177  -3.666  0.084
H  -1.046  -3.317  -1.065  0.089
H  0.634  -3.864  -1.034  0.103
H  2.667  -2.430  -2.677  0.102
H  2.151  -1.040  -3.651  0.102

Output
HOMO level in eV: -13.6
E_LUMO in eV: -5.04
Total charge: +2
Gap between HOMO and LUMO in eV: 8.6

=====

Record 2
An isolated ion of composition O2 and charge -1. Source: the OMol25 dataset; level of theory: wB97M-V/def2-TZVPD.

Last column: Löwdin charge in e.
Atoms and positions in Å:
O  -0.791  -0.065  0.089  -0.500
O  0.791  0.065  -0.089  -0.500

Output
HOMO level (spin up / spin down) in eV: -2.6 / -2.0
Expectation value of S²: 0.76
Relative energy (zero: lowest compared OMol25 entry of this formula, charge and spin) in eV: 0.623
E_LUMO (spin up / spin down) in eV: 5.57 / 5.60
Total charge: -1
Spin multiplicity: 2
Gap between HOMO and LUMO (spin up / spin down) in eV: 8.1 / 7.7

=====

Record 3
A 3-piece molecular cluster, C20H36FNO9 overall. Source: the OMol25 dataset; level of theory: wB97M-V/def2-TZVPD.

Last column: Löwdin charge in e.
Atoms and positions in Å:
C  7.182  0.105  -4.140  -0.088
C  6.574  1.491  -4.257  -0.241
N  5.146  1.519  -3.916  -0.086
C  4.363  0.672  -4.811  -0.160
C  2.930  0.461  -4.334  -0.106
C  1.941  1.498  -4.831  -0.155
C  1.594  1.271  -6.318  -0.384
O  2.358  1.293  -7.280  0.121
O  0.251  1.055  -6.463  0.043
C  -0.208  0.556  -5.206  -0.122
C  0.532  1.420  -4.210  -0.205
C  0.318  1.054  -2.764  -0.341
C  0.436  -0.405  -2.372  -0.011
F  1.151  1.805  -1.955  -0.008
C  4.698  2.888  -3.994  -0.469
C  3.921  3.399  -2.812  0.017
O  4.939  3.606  -4.947  0.106
H  6.794  -0.453  -3.301  0.077
H  6.967  -0.458  -5.040  0.064
H  8.256  0.198  -4.102  0.071
H  6.791  1.888  -5.246  0.118
H  7.078  2.138  -3.550  0.117
H  4.817  -0.303  -4.873  0.110
H  4.339  1.052  -5.831  0.126
H  2.908  0.343  -3.263  0.104
H  2.617  -0.492  -4.751  0.130
H  2.290  2.519  -4.852  0.144
H  0.146  -0.471  -5.164  0.123
H  -1.277  0.552  -5.073  0.140
H  0.124  2.413  -4.382  0.159
H  -0.689  1.370  -2.515  0.145
H  1.420  -0.652  -2.004  0.076
H  0.211  -1.090  -3.176  0.075
H  -0.267  -0.609  -1.578  0.082
H  3.256  2.617  -2.472  0.055
H  4.582  3.695  -2.012  0.091
H  3.321  4.221  -3.164  0.086
C  -2.258  -1.828  4.278  -0.064
C  -0.961  -2.604  4.213  -0.208
O  -0.219  -2.328  3.014  0.038
C  0.409  -1.157  2.987  -0.620
O  0.446  -0.347  3.874  0.126
O  1.027  -1.049  1.812  0.002
C  1.710  0.192  1.619  -0.038
H  -2.862  -2.018  3.390  0.083
H  -2.830  -2.116  5.160  0.080
H  -2.073  -0.756  4.328  0.072
H  -1.168  -3.672  4.175  0.122
H  -0.334  -2.417  5.084  0.124
H  2.416  0.383  2.424  0.096
H  0.994  1.008  1.550  0.099
H  2.248  0.111  0.680  0.086
C  -9.068  -2.985  6.485  -0.066
C  -7.832  -3.221  7.327  -0.210
O  -6.681  -2.542  6.804  0.037
C  -6.647  -1.229  7.013  -0.619
O  -7.457  -0.583  7.621  0.127
O  -5.538  -0.752  6.448  -0.001
C  -5.398  0.668  6.538  -0.036
H  -8.881  -3.267  5.449  0.082
H  -9.901  -3.574  6.867  0.080
H  -9.358  -1.936  6.497  0.074
H  -7.567  -4.276  7.311  0.121
H  -7.990  -2.932  8.366  0.124
H  -5.461  1.001  7.571  0.096
H  -6.162  1.160  5.938  0.099
H  -4.416  0.904  6.139  0.090

Output
HOMO level in eV: -9.2
Relative energy (zero: lowest compared OMol25 entry of this formula, charge and spin) in eV: 0.000
E_LUMO in eV: 0.53
Gap between HOMO and LUMO in eV: 9.7

=====

Record 4
C5H7NO as an isolated structure. Source: the OMol25 dataset; level of theory: wB97M-V/def2-TZVPD.

Last column: Löwdin charge in e.
Atoms and positions in Å:
O  1.190  0.041  1.050  -0.053
C  1.207  1.127  0.222  -0.138
C  0.240  1.301  -0.679  -0.113
C  -0.088  -0.982  -0.820  -0.118
C  0.155  -0.882  0.690  -0.248
C  -1.166  -0.091  0.664  -0.102
N  -0.833  0.324  -0.746  -0.083
H  2.075  1.764  0.353  0.121
H  0.293  2.052  -1.458  0.104
H  0.718  -1.007  -1.557  0.125
H  0.325  -1.795  1.264  0.144
H  -0.784  -1.811  -0.976  0.117
H  -1.243  0.709  1.403  0.125
H  -2.081  -0.692  0.651  0.118

Output
HOMO level in eV: -8.8
Relative energy (zero: lowest compared OMol25 entry of this formula, charge and spin) in eV: 2.700
E_LUMO in eV: 1.03
Gap between HOMO and LUMO in eV: 9.8